# 1
110
Properties=species:S:1:pos:R:3:forces:R:3:mulliken_charge:R:1 method="wB97M-V/def2-TZVPD" charge=+1
C 1.532049 -6.454261 -7.312131 -0.22 0.91 -0.74 -0.969
C 0.144746 -5.605867 -7.654794 0.24 -1.08 0.41 -0.026
Cl 0.175346 -5.014693 -9.448473 0.06 -0.67 1.88 -0.177
C -0.050404 -4.255042 -6.746291 1.15 0.38 -1.45 -0.582
N -0.981165 -4.404690 -5.563181 -3.15 0.48 5.23 0.342
C -1.884929 -5.561838 -5.191841 -1.64 1.91 3.71 -0.015
C -2.724675 -5.242491 -3.820421 5.01 2.22 -5.18 -0.462
N -2.218579 -3.852364 -3.496026 1.72 -2.04 -3.69 0.001
C -1.168049 -3.316845 -4.485237 -2.26 -3.45 0.30 -0.068
C -0.405939 -1.845932 -4.357018 0.74 -0.31 -0.08 -0.339
C 0.389469 -1.800996 -2.892033 -0.64 -2.92 6.52 0.483
O -0.058366 -2.458084 -1.788049 2.33 4.15 -7.77 -0.508
O 1.683649 -1.073443 -2.691778 -2.63 -3.06 -1.67 -0.429
H 1.520959 -7.483353 -7.894283 -0.03 2.23 1.35 0.337
H 1.636630 -6.604840 -6.151317 -0.25 0.23 -2.32 0.270
H 2.423041 -5.797306 -7.728753 -1.73 -1.48 1.03 0.316
H -0.733947 -6.376604 -7.600137 1.45 1.88 -0.07 0.267
H 1.042168 -3.929516 -6.395809 -2.53 -0.70 -0.45 0.331
H -0.466126 -3.413389 -7.453848 0.68 -1.69 1.56 0.379
H -2.032497 -6.598379 -5.732317 0.76 2.72 0.87 0.275
H -3.488918 -5.952178 -3.288596 1.71 2.00 -0.92 0.353
H -2.559018 -3.345229 -2.649869 0.85 -0.27 -1.09 0.266
H 0.415085 -1.706571 -5.211162 -1.88 -0.64 1.87 0.270
H -1.147352 -0.930665 -4.496281 1.28 -1.98 0.58 0.276
H 2.348027 -1.829896 -2.591754 -1.06 1.31 0.14 0.385
C -1.912772 4.533321 -6.670730 0.61 0.06 -0.41 -0.691
O -2.965179 4.313675 -5.748247 2.08 0.56 2.78 -0.276
P -2.758093 2.914478 -4.752019 -7.91 -4.64 -5.16 0.974
O -2.970271 2.001560 -5.965165 1.95 0.34 0.76 -0.683
O -4.230668 3.155364 -4.044537 1.97 0.45 0.60 -0.321
C -4.820884 4.438987 -3.976459 -0.79 0.79 0.27 -0.544
O -2.551144 1.515300 -3.755822 2.06 2.29 0.24 -0.217
C -2.231260 1.797275 -2.408328 0.00 0.00 0.85 -0.699
H -2.072557 5.491615 -7.164988 -0.10 0.01 0.19 0.251
H -0.952406 4.563125 -6.138221 -0.10 0.14 -0.37 0.294
H -1.891017 3.747261 -7.428592 -0.03 -0.02 0.16 0.289
H -5.305209 4.676626 -4.928924 0.21 0.05 0.08 0.285
H -4.080534 5.201806 -3.718448 -0.32 -0.04 -0.08 0.254
H -5.589409 4.425335 -3.192489 0.38 -0.14 -0.11 0.235
H -3.102329 2.204964 -1.889594 0.08 0.07 0.06 0.324
H -1.402092 2.509095 -2.359019 0.01 -0.14 0.35 0.349
H -1.931263 0.867909 -1.916888 0.01 0.08 -0.07 0.193
C 3.962665 -1.597899 -0.010183 0.27 0.59 0.12 -0.957
O 3.542693 -2.947620 0.082843 0.80 -0.22 3.24 -0.172
P 4.834594 -4.084430 0.261067 -0.87 -3.66 -9.76 1.080
O 5.292772 -3.810909 -1.176091 0.61 0.91 1.63 -0.704
O 3.775415 -5.350554 0.215237 0.44 0.90 1.59 -0.363
C 2.421972 -5.200890 0.597952 -0.75 -0.30 0.13 -0.012
O 6.126392 -5.221294 0.439213 -0.90 2.37 2.30 -0.305
C 6.232200 -5.791022 1.728316 0.22 -0.60 0.72 -0.607
H 3.082969 -0.954326 -0.000226 -0.09 -0.14 0.10 0.313
H 4.597544 -1.346420 0.850308 -0.16 0.25 -0.30 0.367
H 4.512437 -1.425898 -0.938021 0.10 -0.11 0.11 0.364
H 1.847973 -4.767142 -0.227045 0.02 0.10 0.20 0.123
H 2.330854 -4.585465 1.497691 -0.18 -0.16 -0.23 -0.164
H 2.012495 -6.195603 0.817729 0.30 0.19 -0.03 0.300
H 5.411188 -6.490998 1.901602 0.01 0.03 0.09 0.262
H 6.218326 -5.005580 2.489584 0.15 -0.30 0.17 0.274
H 7.178665 -6.334096 1.795472 -0.12 0.14 -0.08 0.260
C 1.016268 -3.694533 8.270065 -0.73 -0.14 0.25 -0.689
O 2.254067 -3.427157 7.635129 -1.06 2.96 -1.58 -0.305
P 2.217736 -3.579101 5.912137 5.33 -9.02 0.62 0.936
O 2.047177 -5.097628 6.035230 -1.49 1.47 -0.38 -0.658
O 3.835891 -3.264555 5.813820 -1.28 1.39 -0.19 -0.258
C 4.508720 -2.515955 6.807588 0.70 0.32 0.39 -0.632
O 2.181529 -3.731090 4.189196 -1.55 2.40 1.42 -0.271
C 2.240519 -2.503576 3.491124 0.04 0.43 -0.56 -0.378
H 1.107055 -3.459833 9.330643 0.15 0.12 -0.10 0.250
H 0.230423 -3.064256 7.831937 0.01 -0.21 0.34 0.292
H 0.746488 -4.747661 8.165866 0.07 0.11 -0.13 0.297
H 4.745294 -3.159060 7.661216 -0.14 0.22 -0.05 0.270
H 3.913329 -1.655140 7.125532 0.20 -0.17 0.14 0.272
H 5.451026 -2.145487 6.383041 -0.29 -0.16 -0.07 0.268
H 3.241473 -2.071986 3.567793 0.01 0.13 0.01 0.197
H 1.502161 -1.804725 3.894946 0.07 0.19 -0.32 0.237
H 2.015835 -2.687967 2.437201 -0.01 0.04 0.14 0.118
C -1.854996 6.456663 -0.044806 0.56 -0.47 0.18 -0.527
O -3.012265 7.270085 0.031712 -0.14 -0.10 3.45 -0.308
P -4.421452 6.450421 0.610893 -4.28 -0.05 -9.53 0.943
O -4.487483 5.622941 -0.677936 0.83 -0.64 1.67 -0.555
O -5.344415 7.801056 0.385155 0.90 -0.40 1.65 -0.326
C -4.779437 9.097690 0.399862 -0.03 0.85 -0.08 -0.579
O -5.830674 5.630852 1.189976 2.72 0.60 1.90 -0.280
C -6.221055 5.990380 2.499905 -0.48 0.11 0.69 -0.650
H -1.001257 7.083061 -0.303470 -0.14 0.14 0.09 0.261
H -1.667979 5.984442 0.929251 0.27 0.03 -0.34 0.282
H -1.971206 5.688136 -0.811995 -0.14 0.03 0.10 0.161
H -4.325819 9.316767 -0.571975 0.08 -0.02 0.24 0.231
H -4.042632 9.199258 1.201973 -0.03 0.13 -0.27 0.280
H -5.583867 9.823667 0.576712 0.08 -0.34 -0.01 0.271
H -6.639298 6.999875 2.506847 0.02 0.01 0.08 0.263
H -5.362883 5.938617 3.176293 -0.28 -0.02 0.23 0.293
H -6.986515 5.289225 2.842963 0.14 0.06 -0.10 0.248
C -0.996211 1.159781 3.974810 -0.67 -0.18 0.16 -0.738
O 0.286270 1.758500 3.915152 0.49 -0.12 3.41 -0.198
P 0.355940 3.358678 4.569128 0.74 4.43 -9.49 0.866
O -0.487296 3.887443 3.403141 -0.69 -0.55 1.82 -0.572
O 1.944674 3.503156 4.142414 -0.49 -0.76 1.67 -0.343
C 2.779665 2.371192 3.993668 0.71 -0.30 -0.19 -0.497
O 0.425697 4.958844 5.222994 -0.57 -2.80 1.84 -0.274
C 1.096262 5.056495 6.463308 0.44 0.36 0.70 -0.639
H -0.915110 0.121702 3.652376 0.18 0.03 0.05 0.211
H -1.369457 1.183648 5.007707 -0.13 -0.21 -0.32 0.355
H -1.696968 1.677680 3.316449 0.11 0.07 0.11 0.284
H 2.617971 1.916287 3.011249 -0.03 -0.08 0.22 0.185
H 2.604282 1.642597 4.790519 0.09 -0.03 -0.26 0.237
H 3.824876 2.702017 4.052942 -0.33 0.10 0.04 0.316
H 2.171513 4.920228 6.324304 0.01 -0.03 0.08 0.261
H 0.712859 4.304436 7.159045 0.15 0.25 0.23 0.294
H 0.918002 6.050811 6.881393 -0.04 -0.16 -0.10 0.247

***

# 2
11
Properties=species:S:1:pos:R:3:forces:R:3:nbo_charge:R:1 method="wB97M-V/def2-TZVPD" relative_energy_kcal_mol=11.7
C -0.958973 1.485721 -0.027651 2.17 1.41 -0.11 0.223
C 1.416526 -1.057204 0.030320 -4.29 -1.33 5.99 -0.927
O -1.408423 -1.731972 -0.120045 0.34 -0.40 0.12 -1.024
O -0.668215 0.633554 -1.088064 0.55 -2.43 -0.24 -0.775
O -0.707201 0.638073 1.090794 0.22 -1.24 -1.46 -0.765
P -0.442889 -0.651865 -0.037352 1.04 3.04 0.64 2.239
H -0.333469 2.394368 -0.172669 0.33 -0.62 0.95 0.147
H -1.916807 1.850235 -0.122974 -2.67 0.30 0.37 0.152
H 1.975875 -0.260385 0.396357 0.89 1.62 -0.03 0.248
H 1.465022 -1.865000 0.918552 -0.05 1.43 -2.30 0.252
H 1.578553 -1.435527 -0.867269 1.48 -1.78 -3.93 0.231

***

Sequential gap between HOMO and LUMO output: 0.233 0.428 hartree